# 1
Molecular formula: C28H59BrN4O
Method: DFT, ωB97M-V with the def2-TZVPD basis set

Its charge is 0. The total energy comes out at -3969.8013 hartree. The calculation puts the energy relative to the best compared isomer or geometry (same formula, charge and spin) at 1290.3 kJ/mol.

```
93
Properties=species:S:1:pos:R:3:forces:R:3
H -0.279225 0.951163 1.144542 0.4 2.3 0.7
C -1.054930 3.149190 0.728046 -0.1 -0.3 0.8
H 3.638142 0.318570 1.147344 1.7 0.7 1.5
C 3.867126 2.135047 2.515138 -0.5 -0.8 -0.1
C 9.062544 -3.253771 -0.337095 0.1 0.8 0.6
H 5.830366 -0.999367 -0.091615 1.5 1.5 1.0
H 8.621360 0.716514 0.104672 -1.8 -0.7 -1.8
H -6.877477 -1.979402 -3.057889 0.9 0.7 1.1
C -4.839359 -2.238831 -2.836187 1.5 -0.2 -1.3
C -6.527753 -1.899135 -0.992313 -0.6 1.1 0.3
H 9.865840 -3.793299 0.351895 -1.8 0.9 -1.6
C -2.672512 -0.727282 -3.522083 -1.2 -0.8 -0.2
C 2.254237 1.846330 2.750058 0.3 1.0 -0.5
H 0.447675 2.821928 -1.090435 -2.0 1.5 0.9
H -2.358986 2.563757 -4.356383 -1.2 -1.4 1.8
H -1.092252 3.680983 -2.977219 -1.1 -0.1 2.4
Br -6.010919 -6.264661 0.409051 1.0 1.1 0.0
N -7.133981 -0.845411 -0.296310 2.2 -1.7 -3.4
H 7.519506 3.947307 2.163800 0.1 -0.5 0.8
H -2.939901 -4.894260 2.504537 -2.3 -0.3 -0.6
H -3.799338 -0.717170 -1.426282 0.6 -1.2 -1.6
H -4.759684 -2.177770 -4.025734 -0.5 -0.1 2.6
H 10.570154 -1.718419 -1.315728 -2.0 0.0 1.1
H -4.898198 0.242373 0.581104 -0.8 -0.5 2.0
H -2.650668 -1.539660 -4.392559 0.1 1.7 1.9
H -7.210301 -3.506104 0.146920 1.1 0.3 -0.3
C -6.712054 -0.518079 1.936141 -1.4 -0.3 -0.1
H -1.093719 4.139573 1.387310 0.1 -2.1 -1.4
H -4.924189 1.007274 2.311735 -1.0 -2.0 -1.1
H 4.414757 2.417211 3.525344 -1.1 -0.5 -2.2
C 1.453875 2.551725 1.499780 -0.9 -2.2 0.4
C -3.043067 2.015210 -3.558200 -1.1 0.2 0.4
C 9.576548 -1.709951 -0.693838 -0.9 -1.1 -0.1
H 6.650080 4.231987 0.732632 -0.7 -0.2 -0.5
H -7.250892 0.095951 -0.778805 0.2 -1.8 0.5
H -4.337031 -6.188020 2.698518 0.7 2.5 -0.9
C -7.201638 -0.645629 3.529528 0.9 -0.5 -1.4
C -5.106069 -3.342451 0.511979 -0.1 -0.3 2.2
H 8.565755 -0.646519 -2.573103 -0.3 -0.8 2.1
H 8.778082 -3.868963 -1.292894 0.8 1.1 1.8
H 5.336356 1.635746 -0.077694 1.0 -0.9 2.1
C 5.768252 1.131870 0.907563 -0.2 -1.2 0.4
C -3.533737 0.545454 -4.093628 0.4 0.0 -1.3
H -3.219603 2.043905 -1.232949 1.7 -0.6 -1.7
C -1.606396 3.502581 -1.916235 0.4 -0.6 -0.3
C 4.488742 0.749894 1.859028 -0.2 1.1 -0.6
C -4.093891 -5.077318 2.336921 0.1 -0.8 0.4
C 6.579795 -0.250754 0.432900 0.5 1.9 -0.4
C -3.490454 -1.465939 -2.271558 0.4 -0.8 -0.2
H -1.542540 1.223988 -1.879298 -1.9 1.3 -0.3
H -0.552487 2.045084 2.679301 1.0 0.0 -2.2
H -4.864080 -3.380535 -2.577553 0.1 2.1 -0.3
H 3.967752 3.012004 1.713404 0.0 -1.8 1.9
C -2.376287 2.024747 -2.060653 0.4 2.0 -0.2
C 8.307268 -0.987561 -1.483678 0.1 0.6 0.6
H -4.656477 -4.366943 3.080263 0.9 -1.2 -1.7
O 8.583448 3.538811 0.428278 0.3 -0.5 -0.3
N -7.616230 -0.935686 0.997661 3.1 1.1 3.6
H 8.064393 -3.113411 0.285158 2.1 -0.4 -1.2
H -4.457216 -0.807039 2.093786 -1.7 1.8 -0.8
H 7.401657 1.207659 -1.255921 0.6 -2.0 1.3
H -8.339691 -0.914759 3.578396 2.3 0.7 -0.1
H 9.794759 -1.203882 0.340301 -0.5 -0.7 -2.1
H 2.058511 0.692632 2.720204 0.3 2.1 0.1
H 6.484268 1.885034 1.474836 -1.4 -1.6 -1.4
H -2.172092 2.747796 0.686299 2.2 0.8 -0.2
H -3.369361 0.552208 -5.275735 -0.4 0.0 2.5
H 1.847763 2.274210 3.771086 0.8 -0.8 -2.0
H -4.027006 2.686972 -3.486845 2.2 -1.3 -0.2
C 7.686311 4.233714 1.111446 -0.3 0.5 0.1
H -2.785755 -2.299343 -1.800553 -1.4 1.8 -0.9
C -5.196687 0.040385 1.692937 0.5 -0.6 0.2
H -2.391147 4.344988 -1.706106 1.4 -1.6 -0.5
N -6.334617 -3.264877 -0.366335 -0.1 3.2 -1.1
H -5.435747 -2.973906 1.594883 0.8 -0.7 -2.2
H -6.566115 -1.551853 3.976836 -1.4 2.1 -0.9
H -4.245837 -2.624050 0.170469 -1.7 -1.6 0.3
N -6.126051 -1.550165 -2.438858 -1.0 -2.0 2.2
C -0.140256 2.050693 1.569315 -0.2 1.1 -0.3
C -4.566042 -4.906712 0.757058 1.4 1.5 0.7
H 1.877136 2.046730 0.505145 -0.7 1.5 2.1
H -4.705251 0.379008 -3.957572 2.6 0.3 0.0
H 7.862199 5.317469 1.220228 0.4 0.6 -0.1
H 4.726559 -0.043050 2.698345 -0.4 1.6 -1.7
H -0.070290 4.651539 -0.675971 -0.5 -2.6 -0.3
H 7.422445 -1.769473 -1.535408 1.8 1.5 -0.1
H 7.145544 -0.770745 1.330270 -1.4 1.0 -1.7
C 7.763063 0.295216 -0.606976 0.1 -0.6 0.8
H -3.635540 -5.074283 0.047620 -2.2 -0.1 1.4
H -6.910431 0.344427 4.082613 -0.7 -2.0 -1.1
H 1.533098 3.721233 1.491415 -0.1 -2.3 0.0
C -0.450768 3.522632 -0.753362 -0.5 0.7 -0.2
H -1.563141 -0.474282 -3.246476 -2.3 -0.4 -0.5
```
Forces are in eV/Å.

Atomic partial charges in e from the Löwdin method, atoms 1 to 8: number 1, H, carries 0.11; number 2, C, carries -0.23; number 3, H, carries 0.10; number 4, C, carries -0.21; number 5, C, carries -0.17; number 6, H, carries 0.10; number 7, H, carries 0.12; number 8, H, carries 0.14

***

# 2
Molecular formula: C38H78IN2O12S
Method: DFT, ωB97M-V with the def2-TZVPD basis set

Its charge is +1. The total energy comes out at -3202.4476 hartree.

```
132
Properties=species:S:1:pos:R:3:forces:R:3
C 2.726442 -4.187881 5.047652 -0.8 0.0 1.0
C -0.081425 0.198572 0.828404 -0.3 0.5 0.7
O -1.533710 6.499761 -2.143174 0.0 0.0 -0.1
O 0.984056 0.511445 -8.811680 0.2 0.4 0.0
O 0.648573 7.385999 -4.059613 0.1 -0.2 0.3
H 3.861932 0.017769 -7.170513 0.0 0.1 -0.1
H -0.661120 -0.318126 -4.232515 0.1 0.0 0.2
H 9.137737 0.828723 5.755511 0.1 -0.1 -0.3
C -0.792728 1.274120 1.687509 0.3 -0.7 -0.1
H -1.062379 7.540982 -0.494727 -0.1 0.0 0.0
H 5.903233 0.995444 5.346495 0.1 -0.2 0.0
H 0.379760 5.340448 -3.786238 0.0 0.1 0.1
C 1.647280 2.420269 -6.590925 0.0 0.2 -0.2
H -5.143353 1.760732 0.156097 0.0 0.0 0.0
H -2.763908 1.918257 -3.449215 -0.3 0.0 0.0
O -4.984524 2.308492 -1.853945 0.1 -0.2 0.4
O -2.057822 -6.404969 5.153807 0.0 -0.3 -0.2
H -3.885655 2.000387 -5.629030 -0.1 0.0 0.0
H 1.170341 -0.871883 3.287364 0.3 0.1 0.0
H -5.276294 -7.325798 5.286787 0.0 -0.1 -0.1
I 2.777919 -5.135838 3.123790 0.0 0.2 0.1
C -3.646610 2.711353 -1.625706 -0.1 0.0 -0.3
H 1.742979 -4.320948 6.960830 0.0 -0.3 -0.1
H 1.469962 -2.433262 4.632285 0.2 -0.2 -0.2
C 4.337471 -0.551102 2.418131 0.2 0.9 -1.1
C 6.596132 0.404290 5.961000 0.0 -0.1 -0.5
C 5.854692 -1.395873 3.960081 1.9 -0.8 1.6
H -1.342867 -9.650342 7.502115 -0.1 -0.2 -0.1
H 1.576410 2.077109 -10.060860 0.0 0.0 0.0
H -1.575196 -7.171869 3.271019 0.0 0.0 0.0
O -2.578416 0.470348 -1.974836 0.0 0.1 0.0
C 2.823813 0.360532 -7.205087 0.0 -0.2 0.1
C 1.608692 -4.753874 5.960713 0.3 0.6 -0.7
H 1.975557 6.327697 -2.842694 0.0 0.0 0.0
H 9.507098 -0.118245 4.258827 0.0 -0.2 0.2
H -2.667079 9.380131 -4.971522 0.0 0.1 0.0
C 2.344377 0.157395 -8.632663 -0.2 -0.2 0.1
C -1.620790 8.996099 -1.921872 0.2 0.1 -0.1
H 2.432006 -0.911316 -8.864193 0.2 0.0 0.0
H 0.112458 7.702972 -1.764274 0.0 0.1 -0.2
O -4.569591 0.654026 -4.260930 0.4 -0.1 0.0
H -2.446646 -7.779261 9.892780 -0.1 -0.1 0.1
H -0.872776 -5.576984 3.681444 0.0 -0.1 -0.2
H 6.352716 -0.146348 2.435272 0.0 -0.1 0.1
H -5.018000 -1.227443 -3.634483 0.1 -0.2 0.1
H -2.664214 8.984002 -1.591239 0.0 0.0 -0.1
H 2.281842 -0.282588 -6.510816 -0.2 0.0 -0.1
H -0.194239 0.425402 -0.235173 0.2 -0.2 0.1
N 5.596906 -0.643142 2.893632 -0.5 -0.2 -0.1
H -6.282405 3.018074 -0.411013 0.0 0.0 0.1
O -1.514178 9.323390 -3.295467 -0.3 -0.3 0.0
H -3.586134 9.134746 -3.481637 0.0 0.0 0.0
H -1.745805 1.536331 1.217901 0.1 0.1 0.2
C -3.033711 -7.605330 8.986102 0.2 0.1 -0.1
H -3.941643 -8.213918 9.009821 0.0 0.0 0.0
H 4.189238 0.071008 1.539544 0.2 -0.1 0.1
H -1.651105 2.247268 -2.155799 0.0 -0.1 0.1
O 2.861103 1.697275 -6.725371 0.0 0.0 0.1
C 0.256051 -0.321684 -4.831571 -0.3 -0.1 -0.2
H -2.104762 7.119817 -4.036870 0.2 0.2 -0.1
H -4.565500 0.017870 -1.583876 -0.1 0.1 -0.2
H -2.902931 10.745027 -3.862576 -0.2 0.0 0.0
H -0.268803 6.045735 -5.277621 -0.2 -0.2 0.0
C -3.432450 -6.427822 4.800243 0.0 0.1 0.1
H -2.036217 5.406022 -3.750038 0.1 0.0 0.1
O -2.249677 -7.863341 7.836812 -0.4 -0.1 0.0
H -0.519743 -0.781430 1.043786 0.2 0.1 -0.3
C -3.733175 -0.335649 -2.190926 -0.1 -0.2 0.2
H 1.173284 2.562472 -7.562337 -0.2 -0.2 0.0
C -2.736531 9.665555 -3.920736 0.2 0.1 -0.1
H -2.927294 0.517544 -5.545524 0.0 0.0 0.0
H 0.378119 -1.309452 -5.279912 -0.1 0.0 0.0
H 2.996417 0.704363 -9.320738 -0.1 0.1 0.0
H -3.475719 -1.318481 -1.784359 0.1 0.0 -0.1
H 1.948342 3.418959 -6.259810 0.1 0.0 0.1
H 7.153812 1.117034 6.569415 -0.1 -0.3 0.0
C 2.487507 -2.669007 4.948354 0.6 0.1 0.2
H 5.086302 -2.681791 5.487985 0.2 0.2 -0.1
H 1.133206 1.910913 -4.571119 0.0 -0.1 0.0
C 1.887997 -1.083107 2.485444 -0.6 -0.2 -0.3
S 1.708995 0.179074 1.189265 0.2 -0.2 -0.3
H 3.678083 -4.403741 5.540130 0.0 0.1 -0.4
C -4.156532 -0.548511 -3.635958 -0.2 0.2 0.1
C 0.657541 1.905557 -5.558607 -0.1 0.0 -0.2
H 2.223627 8.072853 -2.972323 0.0 0.0 -0.1
H -3.833716 -5.423742 4.984289 -0.2 -0.1 -0.1
H -6.490102 1.325632 -0.902624 0.0 0.1 0.0
C -2.644797 1.838529 -2.369033 0.2 0.1 -0.1
C 3.560244 -1.947545 4.164315 -0.3 -0.4 0.2
O -3.922452 -8.789805 5.461088 0.0 0.0 0.0
H 0.658365 -4.363251 5.578615 -0.1 -0.5 0.1
H 1.122280 -0.136157 -4.189498 0.0 0.1 0.0
H 6.002694 -0.268700 6.588697 0.0 0.3 0.0
H -3.332208 -6.555951 8.960188 0.1 0.0 0.0
C -4.239958 -7.416793 5.624011 -0.1 0.0 0.2
C -5.753480 2.101198 -0.686439 -0.1 0.1 -0.2
O 0.148642 0.622477 -5.878727 0.4 0.0 0.3
H 9.471444 -0.881732 5.899427 0.2 0.1 -0.3
H -4.248283 -7.144463 6.679912 0.2 0.1 0.0
H -0.266334 -7.059092 4.451557 0.0 0.1 0.0
C 0.738178 1.396216 -9.888160 -0.2 -0.2 0.1
C 9.025366 -0.126681 5.236406 -0.7 -0.3 0.9
H 0.523611 0.832634 -10.800708 0.1 0.1 -0.1
C 4.860319 -2.068980 4.623662 -0.8 0.0 -0.5
C -2.647572 -9.264503 5.867100 0.1 0.0 -0.2
C 3.298667 -1.173736 3.007122 -1.0 -0.5 0.8
H -4.543638 0.503663 -6.320240 0.1 0.0 -0.1
H -3.060586 -9.783521 7.912120 -0.1 0.1 0.0
H 1.613994 -2.079800 2.104187 0.1 0.2 -0.1
H -1.099661 9.782785 -1.362290 -0.1 -0.1 0.2
C -1.507215 6.344948 -3.557349 -0.2 0.0 -0.1
H -3.563623 -6.653194 3.736457 0.1 0.0 0.0
H -3.347610 -1.034504 -4.191444 0.0 0.1 0.0
C 7.542896 -0.455172 5.129561 1.0 0.2 0.1
C -1.160964 -6.558188 4.075689 0.0 0.1 0.2
H 1.625197 -5.842884 6.004313 -0.2 0.2 0.0
C 1.941606 7.178452 -3.530380 0.0 0.2 -0.2
H -3.550635 3.741291 -1.990110 0.3 0.0 0.1
C -2.329006 -9.194111 7.351311 0.2 0.1 -0.1
C -3.945078 0.917767 -5.504205 -0.2 0.0 0.0
H -1.857934 -8.805052 5.271024 0.1 0.2 0.2
N 7.196812 -1.449808 4.390052 -0.8 1.5 -0.9
H -0.194896 2.596805 -5.525516 0.1 0.2 0.0
C -0.960702 7.671144 -1.576236 0.2 0.0 0.2
C -0.134861 6.215067 -4.201765 0.0 0.2 -0.1
H 2.664374 7.028410 -4.338077 0.1 -0.1 0.1
H -2.639835 -10.323387 5.594337 -0.1 0.0 0.1
H -0.971630 0.853214 2.684037 -0.1 0.2 -0.1
H -0.145497 2.145599 1.816232 -0.3 0.0 -0.2
H -0.137375 1.996554 -9.635725 0.0 -0.1 0.0
H 2.572366 -2.300622 5.985251 -0.1 0.0 -0.2
H -3.403762 2.709698 -0.556667 -0.1 0.0 0.0
```
Forces are in eV/Å.

Atomic partial charges in e from the Löwdin method, atoms 1 to 8: number 1, C, carries -0.77; number 2, C, carries -0.50; number 3, O, carries -0.12; number 4, O, carries -0.20; number 5, O, carries -0.19; number 6, H, carries 0.13; number 7, H, carries 0.07; number 8, H, carries 0.08